ORCA calculation (the ωB97M-V functional and the def2-TZVPD basis) on 2 unconnected molecules or ions with the total composition C25H42ClN3O2P in a non-equilibrium geometry.

Atoms and positions in Å:
1 C 1.78041 -1.23572 4.14857
2 C 0.28130 -1.08424 4.45712
3 C -0.57710 -2.10180 3.69065
4 C -0.49171 -1.86763 2.17966
5 C -0.73360 -3.12777 1.32422
6 C 0.22399 -3.24687 0.11937
7 C -0.40936 -2.84789 -1.22104
8 C -1.29904 -1.58815 -1.20612
9 C -0.98102 -0.54610 -2.29462
10 C 0.50186 -0.24660 -2.55156
11 C 1.40588 -0.23023 -1.30059
12 C 1.91684 1.12703 -0.95727
13 C 1.34211 1.91605 0.07092
14 C 0.16801 1.47714 0.87758
15 C -0.93785 2.57554 0.84952
16 C 1.93452 3.10336 0.31068
17 C 3.02901 3.54167 -0.41977
18 P 3.77877 5.18638 -0.01499
19 O 4.72143 5.42391 -1.29029
20 Cl 2.13404 6.35279 -0.41623
21 N 3.54971 2.79490 -1.36153
22 N 2.95861 1.65610 -1.57645
23 O 3.54548 0.86326 -2.54200
24 C 3.88816 1.60091 -3.73758
25 C 2.75520 2.37373 -4.39953
26 C 1.90161 1.54776 -5.38716
27 H 2.05655 -0.57576 3.32619
28 H 2.38834 -0.93033 4.99549
29 H 1.99924 -2.26953 3.89278
30 H 0.10427 -1.23430 5.52107
31 H -0.04601 -0.07918 4.18367
32 H -1.60500 -1.91760 4.00506
33 H -0.27782 -3.10663 3.98547
34 H -1.28403 -1.15584 1.93156
35 H 0.44171 -1.37900 1.90198
36 H -0.65852 -4.01175 1.95361
37 H -1.77106 -3.10427 0.98844
38 H 0.52674 -4.28991 0.05678
39 H 1.11230 -2.65726 0.34662
40 H 0.36737 -2.80565 -1.98559
41 H -1.03655 -3.69099 -1.50741
42 H -1.34116 -1.09307 -0.23771
43 H -2.31890 -1.91753 -1.39003
44 H -1.53324 0.37338 -2.09920
45 H -1.38984 -0.93091 -3.22939
46 H 0.91311 -0.92246 -3.29458
47 H 0.56124 0.74282 -3.00229
48 H 2.28481 -0.83868 -1.50626
49 H 0.96019 -0.64873 -0.40853
50 H -0.28402 0.57919 0.48603
51 H 0.48512 1.31854 1.90646
52 H -0.86525 3.25553 1.69325
53 H -0.90557 3.11879 -0.09029
54 H -1.89228 2.06223 0.93173
55 H 1.55108 3.74580 1.09420
56 H 5.63848 5.55935 -1.02332
57 H 4.76647 2.22158 -3.59249
58 H 4.20178 0.83295 -4.43888
59 H 3.25002 3.14868 -4.98337
60 H 2.14501 2.92179 -3.68315
61 H 0.85362 1.61646 -5.11163
62 H 2.22046 0.50963 -5.41265
63 H 1.97886 1.93188 -6.39890
64 N -4.01461 -1.26860 1.46914
65 C -4.69720 -2.34128 1.06895
66 C -5.94569 -2.68728 1.56073
67 C -6.51885 -1.87649 2.52636
68 C -5.82468 -0.75792 2.95737
69 C -4.58342 -0.50010 2.39827
70 H -4.21131 -2.95104 0.31391
71 H -6.45383 -3.56911 1.19622
72 H -7.49190 -2.11268 2.93700
73 H -6.23558 -0.09930 3.70982
74 H -4.00775 0.36704 2.70597

Cartesian forces (eV/Å) of the 3 atoms listed first:
-0.455 0.407 0.139
0.177 -0.500 -0.161
0.189 1.032 0.081

Values from the calculation:
Net charge: +1
HOMO energy: -11.7 eV
Relative energy (zero: lowest compared OMol25 entry of this formula, charge and spin): 12.0 kcal/mol
Multiplicity: 1
Calculated total energy: -2093.80911 Ha


ORCA calculation (the ωB97M-V functional and the def2-TZVPD basis) on 13 unconnected molecules or ions with the total composition C37H97N23O13 in a non-equilibrium geometry.

Atoms and positions in Å:
1 C -7.88664 -23.73636 8.99165
2 C -6.38910 -23.55289 9.21410
3 C -5.78114 -22.71396 8.08083
4 C -5.96990 -21.11807 8.31934
5 C -5.60546 -20.55410 9.71270
6 C -6.21945 -21.51363 10.84503
7 N -6.03148 -22.96379 10.55335
8 O -6.47505 -23.89478 11.50828
9 C -5.30726 -21.22389 12.12974
10 C -7.66542 -21.15537 11.25478
11 C -5.66501 -24.92901 9.16202
12 H -8.26798 -22.82723 8.52671
13 H -8.57305 -23.99474 9.79799
14 H -8.05810 -24.59218 8.33875
15 H -4.75848 -23.02930 7.87388
16 H -6.26442 -22.82542 7.11020
17 H -6.97815 -20.92402 7.95344
18 H -5.29510 -20.44399 7.79172
19 H -5.95905 -19.52836 9.81723
20 H -4.52868 -20.38514 9.70280
21 H -4.33958 -21.60306 11.80120
22 H -5.27193 -20.14418 12.27492
23 H -5.60078 -21.47269 13.14956
24 H -7.81983 -21.56335 12.25368
25 H -7.95090 -20.10362 11.23394
26 H -8.41225 -21.67174 10.65171
27 H -6.18838 -25.69140 9.73904
28 H -4.61730 -24.78612 9.42659
29 H -5.56465 -25.33888 8.15703
30 H -7.36878 -24.00366 11.17513
31 C -8.13026 -22.96899 16.97162
32 C -7.21537 -21.83718 16.49991
33 C -7.97367 -20.92244 15.40490
34 C -9.27686 -20.25192 15.94826
35 C -8.82142 -19.34088 17.08143
36 C -8.00803 -20.05765 18.24575
37 N -6.97149 -20.94359 17.71331
38 O -6.19226 -21.42796 18.71872
39 C -7.30084 -18.82151 18.87707
40 C -8.83658 -20.74879 19.35018
41 C -5.91148 -22.41554 15.78328
42 H -8.26615 -23.63428 16.11897
43 H -9.10747 -22.56123 17.23024
44 H -7.62664 -23.57916 17.72140
45 H -7.15211 -20.26697 15.11588
46 H -8.25022 -21.47395 14.50631
47 H -10.08689 -20.90413 16.27472
48 H -9.67309 -19.49791 15.26815
49 H -9.80847 -19.06419 17.45193
50 H -8.44296 -18.40792 16.66374
51 H -6.89035 -18.13577 18.13588
52 H -7.93863 -18.30912 19.59734
53 H -6.43599 -19.11842 19.47035
54 H -9.67825 -20.07811 19.52305
55 H -9.23847 -21.73931 19.13704
56 H -8.26470 -20.80845 20.27619
57 H -5.06032 -21.75222 15.62957
58 H -6.15994 -22.65341 14.74897
59 H -5.43185 -23.26745 16.26525
60 H -6.81891 -21.92259 19.25189
61 C -8.59441 -27.26381 16.60837
62 C -8.36583 -28.58481 15.72569
63 C -9.72023 -28.88810 15.02504
64 C -9.89387 -28.04358 13.75651
65 C -8.76582 -27.77772 12.79573
66 C -7.44608 -27.46643 13.49486
67 N -7.27899 -28.35272 14.65897
68 O -6.11397 -28.09308 15.27134
69 C -6.35021 -27.76853 12.35668
70 C -7.34412 -25.92073 13.85659
71 C -8.02882 -29.62525 16.73169
72 H -9.21612 -27.36923 17.49746
73 H -9.21791 -26.57017 16.04428
74 H -7.63086 -26.85666 16.91479
75 H -9.98930 -29.89890 14.71848
76 H -10.42785 -28.56534 15.78871
77 H -10.21827 -27.06124 14.09986
78 H -10.78461 -28.35314 13.20983
79 H -9.18566 -26.93727 12.24303
80 H -8.76906 -28.59292 12.07217
81 H -6.35002 -28.80413 12.01665
82 H -6.37409 -27.01818 11.56641
83 H -5.34464 -27.50140 12.68157
84 H -7.60467 -25.71067 14.89394
85 H -6.42049 -25.36536 13.69354
86 H -8.00666 -25.23073 13.33407
87 H -7.02397 -29.47381 17.12594
88 H -8.08827 -30.56458 16.18193
89 H -8.69366 -29.55410 17.59252
90 H -5.48913 -28.77839 15.02333
91 C -11.94250 -25.87808 17.15863
92 O -10.94347 -25.10708 17.32932
93 N -12.54414 -26.03514 16.01920
94 N -12.45833 -26.59345 18.15912
95 H -13.49778 -26.36609 16.05287
96 H -12.20211 -25.54399 15.20564
97 H -13.39857 -26.93027 18.00876
98 H -12.08743 -26.52950 19.09637
99 C -11.99448 -31.03927 16.76102
100 O -11.80496 -32.16296 16.43136
101 N -11.30261 -30.48496 17.71010
102 N -12.85865 -30.19677 16.22900
103 H -10.43906 -30.88323 18.05034
104 H -11.61904 -29.55678 17.95188
105 H -13.49976 -30.57977 15.54901
106 H -12.95828 -29.19437 16.30225
107 C -11.75764 -25.59319 10.82040
108 O -11.61016 -25.42500 9.67833
109 N -11.59058 -26.71291 11.40849
110 N -12.14876 -24.66369 11.61570
111 H -11.55255 -27.49256 10.76755
112 H -11.78823 -26.86187 12.38769
113 H -12.35517 -23.74284 11.25578
114 H -12.30498 -24.86410 12.59321
115 C -2.99199 -29.27954 16.71154
116 O -2.06292 -30.11040 16.86210
117 N -4.07933 -29.31935 17.34710
118 N -3.05679 -28.38234 15.81193
119 H -4.84734 -28.66989 17.25507
120 H -4.17283 -29.87287 18.18673
121 H -2.32640 -28.33245 15.11612
122 H -3.85428 -27.76817 15.72888
123 C -10.34993 -24.92501 20.77608
124 O -11.37436 -25.56192 21.00198
125 N -9.67629 -24.96469 19.73298
126 N -9.76024 -24.33085 21.80205
127 H -10.07272 -25.19066 18.83192
128 H -8.91380 -24.30493 19.79141
129 H -8.88423 -23.86404 21.61554
130 H -10.22498 -24.31206 22.69858
131 C -5.08573 -26.17122 18.47003
132 O -5.83400 -27.02325 18.89741
133 N -4.26272 -25.37512 19.04370
134 N -5.09940 -25.85557 17.23016
135 H -4.04043 -25.53463 20.01594
136 H -3.64782 -24.73973 18.55555
137 H -4.62702 -25.04601 16.85390
138 H -5.92003 -26.28597 16.82838
139 C -9.73335 -28.76134 20.40532
140 O -9.76446 -29.93095 20.11104
141 N -10.81074 -28.13658 20.78260
142 N -8.71205 -27.95601 20.35386
143 H -11.79344 -28.36739 20.81583
144 H -10.74928 -27.14896 20.98494
145 H -7.78941 -28.34920 20.47313
146 H -8.73365 -26.95881 20.19503
147 C -4.53548 -31.38061 13.75254
148 O -5.36566 -32.26189 13.74876
149 N -3.26593 -31.40010 14.13573
150 N -4.62134 -30.17641 13.34698
151 H -2.98695 -32.21477 14.66352
152 H -2.72683 -30.57249 14.34678
153 H -3.80568 -29.58300 13.39861
154 H -5.44830 -29.81960 12.88990
155 C -7.79337 -32.81923 17.98534
156 O -8.55187 -33.50134 17.27870
157 N -6.63853 -32.27914 17.67634
158 N -8.08083 -32.27806 19.16335
159 H -6.14796 -31.83524 18.43949
160 H -6.08777 -32.25726 16.83001
161 H -9.06519 -32.27652 19.38950
162 H -7.33493 -32.26778 19.84426
163 C -2.39725 -26.92677 12.30544
164 O -2.98974 -27.01803 13.36060
165 N -2.56635 -26.05025 11.38150
166 N -1.46394 -27.75764 12.05065
167 H -3.23788 -25.33868 11.63214
168 H -2.27859 -26.08200 10.41388
169 H -0.86219 -27.23334 11.43170
170 H -1.22224 -28.30057 12.86729

Cartesian forces (eV/Å) of the 3 atoms listed first:
-0.502 0.006 -0.654
0.959 -0.453 0.198
0.160 2.594 0.139

Values from the calculation:
Expectation value of S²: 0.754
Net charge: +1
HOMO energy (alpha / beta): -9.8 / -9.8 eV
Relative energy (zero: lowest compared OMol25 entry of this formula, charge and spin): 71.6 kcal/mol
Multiplicity: 2
Calculated total energy: -3705.10829 Ha


ORCA calculation (the ωB97M-V functional and the def2-TZVPD basis) on a single C5H12O2 molecule.

Atoms and positions in Å:
1 C 2.32358 0.18315 0.88874
2 C 0.88875 0.62052 0.60174
3 C 0.03197 -0.52333 0.07179
4 O -0.07092 -1.57771 1.03346
5 C -1.38085 -0.12215 -0.36933
6 C -1.39540 0.77983 -1.59230
7 O -2.10097 -1.29171 -0.69650
8 H 2.33699 -0.69352 1.54380
9 H 2.83551 -0.09158 -0.04044
10 H 2.89844 0.98239 1.36657
11 H 0.42120 1.01703 1.51721
12 H 0.88509 1.44493 -0.12126
13 H 0.52600 -0.99108 -0.78954
14 H -0.29268 -1.17641 1.88536
15 H -1.86998 0.40005 0.47625
16 H -0.79208 0.34042 -2.39476
17 H -2.42154 0.87641 -1.95778
18 H -1.01444 1.78101 -1.36782
19 H -1.80865 -1.95826 -0.05518

Cartesian forces (eV/Å) of the 3 atoms listed first:
0.049 -0.042 0.001
-0.069 0.075 -0.007
0.048 0.116 -0.189

Values from the calculation:
HOMO energy: -10.0 eV
Relative energy (zero: lowest compared OMol25 entry of this formula, charge and spin): 11.8 kcal/mol
SMILES: CC[C@@H](O)[C@@H](C)O
Multiplicity: 1
Calculated total energy: -348.18603 Ha


Q: Which value of relative energy (zero: lowest compared OMol25 entry of this formula, charge and spin) does entry 2 give?
A: 71.6 kcal/mol


Q: Look up the calculated total energy of the second one.
A: -3705.10829 Ha